# 1
10
Properties=species:S:1:pos:R:3:lowdin_charge:R:1 method="wB97M-V/def2-TZVPD" fmax_ev_per_a=0.73 spin_multiplicity=1 orbital_gap_ev=9.27 homo_energy_ev=-9.4 mol_weight_g_mol=80.1 e_tot_ev=-7291.0043 e_above_lowest_kj_mol=453.9
O -2.2838 -0.0413 -0.8071 -0.048
C -1.3618 -0.6921 0.0340 -0.267
C 0.0137 -0.2135 -0.0825 0.083
C 1.1563 0.2184 -0.0842 -0.222
C 2.6032 0.7046 -0.8137 0.117
C 2.4233 0.7042 0.4704 -0.119
H -2.1365 0.9105 -0.7329 0.095
H -1.4331 -1.7598 -0.1908 0.125
H -1.6000 -0.5666 1.1054 0.132
H 2.6433 0.8038 1.5186 0.103


# 2
12
Properties=species:S:1:pos:R:3:lowdin_spin:R:1 method="wB97M-V/def2-TZVPD" fmax_ev_per_a=4.27 spin_multiplicity=6 orbital_gap_ev="7.70 / 8.27" homo_energy_ev="-16.5 / -18.4" mol_weight_g_mol=196.1 total_charge=+2 e_tot_ev=-12081.5530 e_above_lowest_kj_mol=152.4
H -0.0890 2.5003 1.7118 0.004
C 0.3011 1.9214 0.8500 0.030
C -0.7913 1.8448 -0.1681 0.012
O -1.1203 0.7043 -0.5975 0.155
C -0.0017 -1.7298 -1.3460 0.762
O -1.0396 -2.5440 -1.4263 0.221
Ru -0.3233 -0.7554 0.5837 3.507
O 0.7724 0.6717 1.2365 0.265
H 1.0815 2.5631 0.3913 0.003
H -0.7950 2.6561 -0.9179 0.003
H -0.8426 -3.3361 -1.9505 0.026
Li 2.2854 0.4839 2.1784 0.012


# 3
11
Properties=species:S:1:pos:R:3:lowdin_spin:R:1 method="wB97M-V/def2-TZVPD" fmax_ev_per_a=6.80 spin_multiplicity=2 orbital_gap_ev="8.74 / 6.02" homo_energy_ev="-16.9 / -16.6" mol_weight_g_mol=163.5 total_charge=+2 e_tot_ev=-54313.7723
C -0.7258 0.3797 1.6553 0.081
C 0.1561 -0.4713 1.0942 0.028
O -2.0494 0.2376 1.5270 0.054
H -0.3824 1.3019 2.1462 0.002
H -0.0296 -1.4735 0.6981 0.008
Li -3.1633 1.3372 0.8719 0.000
Li -2.1877 -1.3980 2.1943 0.001
O 0.9036 0.5222 -0.4024 0.180
C 2.0524 0.4805 0.0439 0.087
O 1.9532 -0.7002 1.3352 0.316
Cu 3.2041 0.5037 1.6723 0.242


# 4
21
Properties=species:S:1:pos:R:3:lowdin_charge:R:1 method="wB97M-V/def2-TZVPD" fmax_ev_per_a=3.66 spin_multiplicity=1 orbital_gap_ev=10.31 homo_energy_ev=-10.2 mol_weight_g_mol=126.1 smiles=O.O.O.O.O.O.O e_tot_ev=-14557.5013 e_above_lowest_kj_mol=382.1
O 0.7134 -0.7507 -1.0913 -0.058
H 0.8192 -1.6632 -1.3866 -0.014
H 0.5649 -0.8544 -0.1959 -0.040
O 1.8664 3.0659 -2.1212 -0.081
H 1.5796 3.9708 -2.1524 0.006
H 1.6977 2.8090 -3.0858 0.074
O -0.3275 -2.8255 -1.4242 -0.014
H -1.0984 -3.0468 -1.8564 0.025
H 0.1616 -3.5585 -0.9948 0.092
O 1.9519 0.8410 3.2076 -0.085
H 2.2272 1.7657 2.8551 0.094
H 1.1234 0.6511 2.7932 -0.007
O 2.3079 -1.4992 0.9734 -0.053
H 2.3581 -1.8854 0.0919 0.029
H 1.4091 -1.6867 1.2718 0.031
O -2.6912 0.8966 -0.5594 -0.055
H -3.0485 0.2617 -1.1571 0.024
H -2.6464 1.6877 -1.1297 0.061
O -3.2246 0.6270 1.6595 -0.079
H -3.4384 0.4525 2.6079 0.062
H -2.3052 0.7415 1.6943 -0.012


# 5
95
Properties=species:S:1:pos:R:3:lowdin_spin:R:1 method="wB97M-V/def2-TZVPD" fmax_ev_per_a=0.21 spin_multiplicity=2 orbital_gap_ev="5.19 / 5.32" homo_energy_ev="-3.7 / -3.8" mol_weight_g_mol=949.7 total_charge=-1 e_tot_ev=-177874.1356
Co 0.1104 -0.6472 -0.0039 0.942
C -5.2434 0.6138 -5.3717 0.000
C -4.9095 1.5578 -4.4101 0.000
C -3.9511 1.2673 -3.4494 0.000
C -3.3136 0.0286 -3.4376 0.000
C -3.6540 -0.9114 -4.4068 0.000
C -4.6116 -0.6225 -5.3689 0.000
C -2.2765 -0.2570 -2.4040 0.000
C -0.9471 -0.3110 -2.8068 -0.001
C -0.5152 -0.1034 -4.1697 -0.001
C 0.8273 -0.2244 -4.1702 -0.001
C 1.2178 -0.5049 -2.8082 -0.001
C 2.5346 -0.6940 -2.4128 -0.001
C 3.5977 -0.6238 -3.4581 0.000
C 4.4292 0.4920 -3.5248 0.000
C 5.4210 0.5734 -4.4915 0.000
C 5.5940 -0.4590 -5.4039 0.000
C 4.7686 -1.5731 -5.3449 0.000
C 3.7765 -1.6528 -4.3771 0.000
C 2.9295 -0.8929 -1.0965 -0.001
N 2.1049 -0.8885 -0.0125 -0.005
C 2.9156 -1.0111 1.0736 -0.001
C 2.5122 -0.9425 2.3999 -0.001
C 3.5766 -0.9141 3.4487 0.000
C 3.9627 -2.0609 4.1328 0.000
C 4.9553 -2.0031 5.1025 0.000
C 5.5695 -0.7939 5.3966 0.000
C 5.1872 0.3557 4.7179 0.000
C 4.1965 0.2967 3.7483 0.000
C 1.1946 -0.8054 2.8055 -0.001
C 0.7990 -0.6877 4.1887 -0.001
C -0.5451 -0.5892 4.1972 -0.001
C -0.9710 -0.6461 2.8167 -0.001
N 0.1017 -0.7702 1.9916 -0.006
C -2.3005 -0.5576 2.4144 0.000
C -2.6989 -0.5057 1.0868 -0.002
C -4.0833 -0.4651 0.6636 -0.001
C -4.0743 -0.3753 -0.6794 -0.001
C -2.6857 -0.3688 -1.0856 -0.001
N -1.8730 -0.4660 0.0034 -0.006
C -3.3497 -0.4894 3.4722 0.000
C -4.0920 0.6748 3.6575 0.000
C -5.0635 0.7475 4.6455 0.000
C -5.3089 -0.3458 5.4646 0.000
C -4.5746 -1.5107 5.2898 0.000
C -3.6030 -1.5795 4.3016 0.000
C 4.2935 -1.1501 0.6625 -0.001
C 4.3025 -1.0821 -0.6844 -0.001
N 0.1211 -0.5420 -1.9973 -0.006
H -5.9908 0.8411 -6.1216 0.000
H -5.3913 2.5274 -4.4083 0.000
H -3.6745 2.0058 -2.7065 0.000
H -3.1593 -1.8755 -4.4004 0.000
H -4.8654 -1.3647 -6.1157 0.000
H -1.1632 0.1290 -4.9982 0.000
H 1.5057 -0.1129 -4.9997 0.000
H 4.2800 1.2954 -2.8134 0.000
H 6.0575 1.4484 -4.5338 0.000
H 6.3683 -0.3949 -6.1580 0.000
H 4.8973 -2.3834 -6.0517 0.000
H 3.1306 -2.5214 -4.3278 0.000
H 3.4792 -3.0021 3.8999 0.000
H 5.2491 -2.9034 5.6280 0.000
H 6.3432 -0.7471 6.1528 0.000
H 5.6605 1.3029 4.9443 0.000
H 3.8863 1.1862 3.2122 0.000
H 1.4761 -0.6656 5.0269 0.000
H -1.1971 -0.4656 5.0458 0.000
H -4.9372 -0.5108 1.3189 0.000
H -4.9180 -0.3262 -1.3480 0.000
H -3.8922 1.5294 3.0227 0.000
H -5.6248 1.6639 4.7781 0.000
H -6.0663 -0.2895 6.2362 0.000
H -4.7590 -2.3702 5.9223 0.000
H -3.0295 -2.4881 4.1631 0.000
H 5.1303 -1.2725 1.3307 0.000
H 5.1488 -1.1431 -1.3486 0.000
F -2.8856 6.6412 0.2383 0.000
C -1.9885 5.6391 0.2453 0.001
C -0.8614 5.7053 1.0412 0.000
F -0.6680 6.7854 1.8187 0.000
C 0.0561 4.6689 1.0360 0.003
F 1.1184 4.8179 1.8432 0.001
C -0.0884 3.5214 0.2588 0.006
Se 1.1614 2.0935 0.2743 0.038
C -1.2339 3.5052 -0.5355 0.001
F -1.4809 2.4773 -1.3603 0.000
C -2.1678 4.5245 -0.5507 0.000
F -3.2544 4.4425 -1.3426 0.000
N 0.7688 -3.6274 -1.0858 0.004
N -0.0749 -2.9283 -0.1207 0.042
H 1.6942 -3.2365 -0.9109 0.000
H 0.5220 -3.1867 -1.9712 0.000
H 0.1200 -3.3278 0.7928 0.001
H -1.0358 -3.1872 -0.3268 0.001


# 6
52
Properties=species:S:1:pos:R:3:lowdin_charge:R:1 method="wB97M-V/def2-TZVPD" fmax_ev_per_a=1.73 spin_multiplicity=1 orbital_gap_ev="4.71 / 4.73" homo_energy_ev="-9.6 / -9.6" mol_weight_g_mol=903.8 total_charge=+1 e_tot_ev=-56265.8713 e_above_lowest_kj_mol=27.4
Mo -0.4442 -0.6494 0.1072 1.057
C -0.7088 1.9768 -2.3232 0.002
C -1.2537 1.2707 -1.1173 -0.225
C -0.7290 1.5783 0.1700 -0.295
C 0.4346 2.5229 0.3027 -0.018
C -1.4154 1.1030 1.3449 -0.255
C -1.0121 1.6315 2.6951 -0.004
C -2.4518 0.1638 1.2066 -0.284
C -3.2211 -0.3054 2.4092 -0.071
C -2.7496 -0.3835 -0.0809 -0.292
C -3.9114 -1.3343 -0.2468 -0.037
C -2.1687 0.2148 -1.2551 -0.287
C -2.5801 -0.2467 -2.6293 -0.061
H 0.2008 1.4798 -2.6666 0.096
H -0.4621 3.0083 -2.0794 0.096
H -1.4304 1.9892 -3.1353 0.092
H 0.1027 3.5636 0.3309 0.110
H 1.1180 2.4071 -0.5361 0.088
H 0.9902 2.3247 1.2162 0.083
H -0.1812 1.0517 3.1041 0.095
H -1.8351 1.5924 3.4017 0.087
H -0.6944 2.6693 2.6209 0.092
H -4.0679 0.3664 2.5770 0.116
H -2.6051 -0.3168 3.3030 0.065
H -3.6040 -1.3124 2.2707 0.057
H -3.6222 -2.3765 -0.1179 0.001
H -4.3674 -1.2247 -1.2260 0.084
H -4.6862 -1.1158 0.4848 0.092
H -3.4275 0.3393 -2.9943 0.112
H -2.8689 -1.2944 -2.6267 0.063
H -1.7623 -0.1378 -3.3379 0.082
Te -0.5268 -2.5824 2.0779 0.377
Te -2.3337 -4.4671 1.4481 0.102
Te -1.4371 -4.9629 -1.0618 0.106
Te -0.1484 -2.7569 -1.6109 0.462
C 3.2635 -0.3068 2.5483 0.018
C 2.4635 -0.3961 1.2837 -0.332
O 1.2181 -0.4275 1.4349 -0.290
C 3.1093 -0.4134 0.0013 -0.090
C 4.5210 -0.4653 -0.0720 -0.016
C 5.1805 -0.4142 -1.2685 -0.062
C 4.4375 -0.2862 -2.4504 -0.041
C 3.0678 -0.2291 -2.4204 0.001
C 2.3611 -0.3068 -1.2017 -0.340
O 1.0538 -0.2514 -1.2715 -0.406
H 2.5853 -0.2098 3.3916 0.093
H 3.9494 0.5389 2.5204 0.103
H 3.8596 -1.2117 2.6771 0.108
H 5.0911 -0.5588 0.8412 0.114
H 6.2584 -0.4684 -1.3064 0.112
H 4.9505 -0.2379 -3.4020 0.118
H 2.4900 -0.1421 -3.3311 0.122